{
  "formula": "C53H49Cl12F7IO4P",
  "method": "the ωB97M-V functional and the def2-TZVPD basis",
  "e_lumo_ev": 0.33,
  "homo_ev": -9.0169,
  "orbital_gap_ev": 9.35,
  "spin_multiplicity": 1,
  "fmax_ev_per_a": 0.85,
  "symbols": ["C", "C", "C", "C", "C", "C", "F", "F", "C", "F", "F", "C", "F", "F", "F", "C", "C", "C", "C", "P", "O", "O", "C", "C", "O", "C", "C", "O", "C", "I", "H", "H", "H", "H", "H", "H", "H", "H", "H", "H", "H", "H", "H", "H", "H", "H", "H", "H", "H", "H", "H", "H", "H", "H", "H", "Cl", "C", "C", "C", "C", "C", "C", "Cl", "H", "H", "H", "H", "Cl", "C", "C", "C", "C", "C", "C", "Cl", "H", "H", "H", "H", "Cl", "C", "C", "C", "C", "C", "C", "Cl", "H", "H", "H", "H", "Cl", "C", "C", "C", "C", "C", "C", "Cl", "H", "H", "H", "H", "Cl", "C", "C", "C", "C", "C", "C", "Cl", "H", "H", "H", "H", "Cl", "C", "C", "C", "C", "C", "C", "Cl", "H", "H", "H", "H"],
  "xyz": [[7.05596, 0.20460, 5.94301], [6.35012, 0.81295, 5.02100], [6.45511, 2.26796, 4.64613], [5.54527, 2.65415, 3.48196], [5.43191, 4.18089, 3.34448], [4.47702, 4.91452, 4.27453], [4.11501, 6.08314, 3.70307], [5.12141, 5.24550, 5.41876], [3.13109, 4.22992, 4.69273], [2.30074, 5.19779, 5.09588], [2.59792, 3.66240, 3.58660], [3.11731, 3.12851, 5.82811], [4.15100, 3.21466, 6.65874], [2.00005, 3.23785, 6.53719], [3.13108, 1.91320, 5.27109], [5.44085, 4.51295, 1.82731], [4.22882, 4.98088, 1.02625], [2.94575, 4.14161, 0.91086], [3.11068, 2.62301, 1.01871], [1.54927, 1.78105, 0.75623], [1.10939, 1.82946, -0.64269], [1.69355, 0.26972, 1.23793], [2.31628, -0.12425, 2.47774], [3.60372, -0.86434, 2.19344], [0.55240, 2.51522, 1.75159], [-0.41526, 1.86962, 2.59963], [-0.04414, 1.96775, 4.06755], [6.04235, 3.35867, 1.23931], [6.02644, 2.23525, 2.06041], [7.92012, 1.21425, 1.88273], [7.90053, 0.67542, 6.43637], [6.83431, -0.82545, 6.18647], [5.63223, 0.21895, 4.45565], [6.18126, 2.86271, 5.52271], [7.48493, 2.54428, 4.39607], [4.58260, 2.14481, 3.58919], [6.40641, 4.53935, 3.69750], [6.16611, 5.32485, 1.70963], [4.62698, 5.13758, 0.01854], [3.96098, 5.97332, 1.39179], [2.50279, 4.35245, -0.06675], [2.21205, 4.48011, 1.64361], [3.78990, 2.22772, 0.25673], [3.50317, 2.33947, 2.00003], [2.49612, 0.75569, 3.10128], [1.59708, -0.76897, 2.98659], [4.02070, -1.26274, 3.12152], [4.34796, -0.19919, 1.74722], [3.42606, -1.68526, 1.49720], [-0.58343, 0.84155, 2.26799], [-1.34508, 2.41090, 2.42148], [-0.66236, 1.28608, 4.65524], [-0.23385, 2.97980, 4.43475], [1.01019, 1.75736, 4.24783], [5.35132, 1.49439, 1.63579], [-1.72157, -2.95048, -5.71555], [-1.14691, -2.16024, -4.28614], [-1.88117, -1.11621, -3.74370], [-1.44023, -0.48765, -2.59175], [-0.26924, -0.90284, -1.97211], [0.46193, -1.94741, -2.51117], [0.02616, -2.57438, -3.66900], [0.94036, -3.89907, -4.31388], [-2.79442, -0.80559, -4.23270], [-2.01228, 0.33120, -2.17608], [0.07514, -0.40656, -1.07599], [1.37608, -2.28364, -2.04120], [-9.83053, -3.26247, -6.70031], [-8.11110, -3.43429, -6.58043], [-7.59207, -4.64781, -6.15141], [-6.22272, -4.81941, -6.04564], [-5.36674, -3.77568, -6.36951], [-5.88199, -2.56347, -6.79391], [-7.25450, -2.38930, -6.90032], [-7.86059, -0.85553, -7.42720], [-8.27279, -5.45003, -5.90233], [-5.82514, -5.76679, -5.70682], [-4.29638, -3.89826, -6.28688], [-5.22598, -1.74138, -7.04577], [-15.72701, 0.64524, -9.01178], [-14.01037, 0.45902, -8.90596], [-13.48816, -0.75449, -8.48171], [-12.11747, -0.92614, -8.39263], [-11.26349, 0.11472, -8.72816], [-11.78134, 1.32713, -9.14970], [-13.15482, 1.50295, -9.23905], [-13.77488, 3.02957, -9.76605], [-14.16683, -1.55586, -8.22396], [-11.70875, -1.87002, -8.06213], [-10.19408, -0.02754, -8.65619], [-11.12943, 2.14848, -9.41354], [-1.94878, 3.14940, -0.39995], [-2.75207, 4.62167, 0.00459], [-2.59943, 5.71876, -0.83300], [-3.22213, 6.91795, -0.53366], [-4.00286, 7.03005, 0.60852], [-4.15593, 5.94109, 1.44911], [-3.53182, 4.73908, 1.14900], [-3.74878, 3.39936, 2.22852], [-1.98625, 5.61660, -1.71776], [-3.09569, 7.76506, -1.19428], [-4.49377, 7.96370, 0.84745], [-4.75989, 6.01073, 2.34319], [-4.91707, -7.21810, -1.62676], [-3.19095, -7.11137, -1.58660], [-2.48061, -7.97505, -0.76510], [-1.09860, -7.90789, -0.71813], [-0.42188, -6.97721, -1.49465], [-1.12655, -6.11412, -2.31612], [-2.51229, -6.17824, -2.36125], [-3.36824, -5.07668, -3.38503], [-3.02255, -8.69475, -0.16728], [-0.55269, -8.58464, -0.07457], [0.65822, -6.92097, -1.46578], [-0.61135, -5.38582, -2.92771], [6.49238, -3.22684, 6.77941], [7.70261, -4.22886, 6.04782], [7.96786, -5.46082, 6.62998], [8.92114, -6.30045, 6.08110], [9.61244, -5.90892, 4.94296], [9.34692, -4.68112, 4.36277], [8.39228, -3.83457, 4.91157], [8.10354, -2.30974, 4.14853], [7.41929, -5.74997, 7.51560], [9.12143, -7.25765, 6.54302], [10.35840, -6.55788, 4.50454], [9.87671, -4.36160, 3.47597]],
  "mulliken_charge": [-0.815, 0.199, -1.747, 3.218, -0.174, 0.306, -0.359, -0.313, 0.931, -0.346, -0.048, 0.481, -0.243, -0.294, -0.168, -0.359, -1.406, -1.093, 1.953, 0.724, -0.802, -0.284, 0.284, -1.367, -0.249, 0.512, -0.761, -0.360, -0.702, -0.011, 0.257, 0.016, 0.148, 0.583, 0.740, -1.953, 0.753, 0.552, 0.562, 0.337, 0.673, 0.304, 1.119, -2.347, -0.243, 0.429, 0.432, 0.163, 0.388, 0.395, -0.591, 0.469, 0.312, -0.176, 0.061, -0.193, 0.408, -0.654, -0.573, -0.057, -0.689, 0.239, -0.204, 0.468, 0.376, 0.361, 0.473, -0.208, 0.286, -0.385, -0.680, -0.356, -0.417, 0.361, -0.222, 0.412, 0.407, 0.346, 0.427, -0.203, 0.262, -0.516, -0.167, -0.122, -0.493, 0.266, -0.202, 0.401, 0.174, 0.200, 0.402, -0.021, 0.274, -0.501, -0.498, -0.471, -0.449, 0.265, -0.226, 0.415, 0.372, 0.368, 0.408, -0.208, 0.470, -0.491, -0.412, -0.611, 0.181, -0.106, -0.091, 0.394, 0.366, 0.386, 0.171, -0.238, 0.415, -0.450, -0.481, -0.524, -0.425, 0.266, -0.080, 0.396, 0.366, 0.359, 0.395]
}

---

{
  "formula": "C13H40N5O5",
  "method": "the ωB97M-V functional and the def2-TZVPD basis",
  "e_lumo_ev": -2.11,
  "homo_ev": -11.0413,
  "relative_energy_kcal_mol": 0.0,
  "orbital_gap_ev": 8.93,
  "spin_multiplicity": 1,
  "charge": 1,
  "fmax_ev_per_a": 2.59,
  "symbols": ["O", "H", "H", "H", "C", "O", "N", "N", "H", "H", "H", "H", "C", "C", "C", "O", "C", "N", "H", "H", "H", "H", "H", "H", "H", "H", "H", "H", "H", "C", "C", "C", "O", "C", "N", "H", "H", "H", "H", "H", "H", "H", "H", "H", "H", "H", "C", "C", "C", "O", "C", "N", "H", "H", "H", "H", "H", "H", "H", "H", "H", "H", "H"],
  "xyz": [[-23.05576, -11.94431, -5.27462], [-23.69426, -11.35472, -5.75805], [-22.54095, -11.38875, -4.62433], [-23.56239, -12.66591, -4.82638], [-21.92989, -10.53687, -2.19461], [-22.09108, -10.41839, -3.41618], [-21.57404, -11.64599, -1.54827], [-22.07539, -9.47635, -1.40346], [-21.17059, -12.37908, -2.10774], [-21.67631, -11.76512, -0.55718], [-22.43142, -8.58614, -1.70459], [-21.87092, -9.54839, -0.42127], [-23.91445, -14.53112, -2.54803], [-25.11117, -14.27395, -3.49770], [-25.90767, -13.05446, -3.03499], [-25.21594, -11.86225, -3.27682], [-25.96546, -10.69144, -3.06845], [-24.71801, -14.20635, -4.92616], [-23.27323, -13.66552, -2.37055], [-23.17248, -15.17880, -3.02152], [-24.31518, -14.91672, -1.61368], [-25.79351, -15.12322, -3.40820], [-26.23569, -13.22048, -2.00325], [-26.87092, -13.07068, -3.56325], [-26.40898, -10.82188, -2.07717], [-26.71180, -10.54403, -3.85247], [-25.29064, -9.83678, -3.03711], [-25.57901, -14.01031, -5.42669], [-24.46485, -15.15835, -5.16432], [-20.99933, -5.08241, -8.13676], [-21.61267, -4.88451, -6.76679], [-22.02396, -6.21014, -6.07479], [-20.86836, -7.03064, -6.03560], [-20.96554, -8.16965, -5.20131], [-20.64358, -4.26505, -5.86755], [-21.68660, -5.77055, -8.63549], [-20.04107, -5.59716, -8.04279], [-20.79864, -4.21211, -8.75699], [-22.45696, -4.21280, -6.93713], [-22.88763, -6.74098, -6.49819], [-22.42385, -5.96173, -5.08481], [-21.68164, -8.85193, -5.66681], [-21.31893, -7.94775, -4.19129], [-19.98419, -8.63192, -5.11730], [-21.04997, -4.19612, -4.93887], [-19.96715, -5.00545, -5.69884], [-26.76713, -9.39154, -7.01567], [-25.68289, -10.42153, -6.77318], [-25.45519, -11.37453, -7.98411], [-24.40065, -12.21941, -7.66126], [-24.03639, -13.07872, -8.75978], [-24.43168, -9.72324, -6.32682], [-27.05616, -8.90294, -6.08495], [-27.68212, -9.74367, -7.49674], [-26.40863, -8.62926, -7.71285], [-26.03005, -11.01368, -5.92171], [-25.36893, -10.76053, -8.88678], [-26.41919, -11.88803, -8.06235], [-23.45454, -12.48128, -9.46728], [-24.76823, -13.52436, -9.43798], [-23.45090, -13.84526, -8.25739], [-24.12821, -9.28509, -7.19207], [-24.67515, -8.96646, -5.69930]],
  "nbo_charge": [-0.849, 0.563, 0.550, 0.553, 0.794, -0.730, -0.823, -0.806, 0.413, 0.410, 0.416, 0.394, -0.633, -0.065, -0.074, -0.567, -0.245, -0.851, 0.205, 0.217, 0.230, 0.187, 0.185, 0.166, 0.184, 0.171, 0.195, 0.371, 0.379, -0.609, -0.073, -0.071, -0.555, -0.234, -0.807, 0.197, 0.214, 0.228, 0.196, 0.146, 0.155, 0.163, 0.158, 0.200, 0.338, 0.354, -0.633, -0.070, -0.071, -0.553, -0.264, -0.856, 0.215, 0.228, 0.211, 0.177, 0.174, 0.178, 0.183, 0.191, 0.201, 0.371, 0.376]
}

---

{
  "formula": "C43H57BaGeN8O5S2Se",
  "method": "the ωB97M-V functional and the def2-TZVPD basis",
  "e_lumo_ev": 1.45,
  "homo_ev": -5.4348,
  "relative_energy_kcal_mol": 0.9,
  "orbital_gap_ev": 6.89,
  "spin_multiplicity": 1,
  "charge": -1,
  "fmax_ev_per_a": 0.61,
  "symbols": ["Ba", "N", "C", "C", "N", "C", "C", "N", "C", "C", "N", "H", "H", "H", "H", "H", "H", "H", "H", "H", "H", "H", "H", "H", "H", "H", "H", "H", "H", "S", "C", "C", "C", "C", "C", "C", "N", "C", "C", "C", "C", "C", "C", "C", "H", "H", "H", "H", "H", "H", "H", "H", "C", "Ge", "C", "C", "C", "Se", "C", "H", "H", "H", "H", "H", "H", "H", "H", "H", "H", "H", "H", "H", "H", "C", "C", "C", "C", "C", "C", "C", "C", "C", "C", "O", "O", "H", "H", "H", "H", "H", "H", "H", "H", "H", "H", "H", "O", "S", "O", "O", "C", "N", "C", "C", "C", "N", "C", "C", "C", "N", "C", "C", "H", "H", "H", "H", "H", "H"],
  "xyz": [[1.69180, 0.83312, -0.11800], [-1.10786, 1.31341, -0.49303], [-1.60042, 2.65851, -0.73430], [-0.81182, 3.37036, -1.84043], [0.65041, 3.31296, -1.72801], [1.19523, 4.44437, -0.97342], [0.84585, 4.51145, 0.50978], [1.26933, 3.32370, 1.25054], [1.28708, 3.27061, -3.05373], [2.69524, 2.68865, -3.08630], [2.67369, 1.27128, -2.75136], [-1.47351, 0.62133, -1.13589], [-1.31409, 0.98959, 0.44642], [-1.53083, 3.20698, 0.20204], [-2.65672, 2.68323, -1.03194], [-1.15214, 4.41693, -1.89494], [-1.09498, 2.90710, -2.78789], [0.86807, 5.39545, -1.43238], [2.28378, 4.40804, -1.05968], [-0.22827, 4.64568, 0.64052], [1.30999, 5.42695, 0.89428], [0.61157, 3.09617, 1.99328], [2.18684, 3.43780, 1.66703], [1.31413, 4.27808, -3.50017], [0.66462, 2.65460, -3.70744], [3.35168, 3.20012, -2.37743], [3.10204, 2.88147, -4.08746], [3.59689, 0.85838, -2.81680], [2.03808, 0.74914, -3.34650], [6.47538, -1.71492, -0.36681], [5.31528, -2.99595, -0.43458], [5.52134, -4.36798, -0.53000], [4.41398, -5.19453, -0.55277], [3.12362, -4.66152, -0.47555], [2.91565, -3.29838, -0.38226], [4.02554, -2.44850, -0.36798], [3.97988, -1.06196, -0.28910], [5.16631, -0.53238, -0.26981], [5.48255, 0.90632, -0.16831], [6.81348, 1.30298, -0.37491], [7.17217, 2.63456, -0.27938], [6.19102, 3.57095, 0.02478], [4.87831, 3.15470, 0.21699], [4.44624, 1.81991, 0.13282], [6.52216, -4.77744, -0.58317], [4.54853, -6.26628, -0.62494], [2.27130, -5.32934, -0.48217], [1.92054, -2.88090, -0.29605], [7.58253, 0.57683, -0.62269], [8.19906, 2.93757, -0.44152], [6.45343, 4.62138, 0.10772], [4.15130, 3.93949, 0.44424], [-4.69054, 5.60519, 4.62719], [-4.00540, 4.07086, 3.60436], [-5.29736, 2.59394, 3.63701], [-3.65720, 4.62150, 1.75091], [-2.31029, 3.46498, 4.44507], [-1.50298, 2.04504, 3.37803], [-0.15492, 1.47452, 4.65197], [-5.66909, 5.90741, 4.25095], [-4.01384, 6.45696, 4.54562], [-4.79404, 5.35062, 5.68269], [-6.25745, 2.91002, 3.22724], [-5.45885, 2.24588, 4.65783], [-4.92639, 1.75547, 3.04713], [-4.52801, 5.12820, 1.33249], [-3.44151, 3.75190, 1.13233], [-2.80594, 5.30323, 1.70033], [-2.53238, 3.07532, 5.43973], [-1.61671, 4.30046, 4.54642], [-0.63106, 1.24263, 5.60236], [0.59770, 2.24956, 4.78724], [0.28944, 0.58669, 4.21636], [-2.71833, -5.07680, 4.72382], [-2.00360, -4.02628, 3.91483], [-0.63470, -3.83552, 4.04225], [0.04325, -2.88931, 3.28035], [1.53711, -2.72631, 3.39639], [-0.68077, -2.11619, 2.37608], [-2.05739, -2.28820, 2.22533], [-2.82290, -1.44143, 1.24507], [-2.70071, -3.24330, 3.00120], [0.05571, -1.09288, 1.54269], [0.50165, -1.45667, 0.42610], [0.23455, 0.05550, 2.04155], [-2.11840, -5.39264, 5.57760], [-2.92523, -5.96105, 4.11662], [-3.67409, -4.70638, 5.09697], [-0.07650, -4.44076, 4.75018], [1.91840, -3.23195, 4.28357], [1.81644, -1.67273, 3.45194], [2.04065, -3.14787, 2.52240], [-2.83945, -0.39905, 1.57657], [-3.85336, -1.78100, 1.14818], [-2.35927, -1.47994, 0.25705], [-3.77146, -3.38153, 2.88697], [-6.16815, -4.36339, -5.10537], [-5.45089, -4.06763, -6.33579], [-5.32122, -2.65389, -6.64244], [-5.78733, -4.90977, -7.46465], [-3.74940, -4.55533, -5.87805], [-3.31985, -5.78556, -6.16784], [-2.08567, -6.07880, -5.79049], [-1.25648, -5.18023, -5.13410], [-1.80085, -3.93226, -4.86704], [-3.04116, -3.63380, -5.23719], [-1.05601, -2.83696, -4.18880], [-1.63615, -1.57120, -4.11896], [-0.93473, -0.55182, -3.50648], [0.28018, -0.69673, -2.97138], [0.82775, -1.90849, -3.03840], [0.20398, -2.99837, -3.62410], [-1.73428, -7.07862, -6.02890], [-0.24688, -5.45138, -4.86087], [-2.61844, -1.41472, -4.54475], [-1.36641, 0.44418, -3.45237], [1.81160, -2.01933, -2.59298], [0.71030, -3.95407, -3.62735]],
  "mulliken_charge": [0.430, 0.521, 0.748, -1.878, 1.163, -0.936, -0.746, 0.046, -1.005, -0.654, -0.355, -0.028, -0.247, -0.750, 0.619, 0.124, 0.705, 0.293, 0.397, -0.145, 0.557, -0.040, 0.161, 0.261, 0.534, 0.300, 0.437, 0.161, 0.104, -0.492, 0.697, -0.553, -0.584, -1.248, 0.062, -0.973, 0.795, -0.382, 1.199, -0.957, -0.749, -0.847, -0.732, 0.872, 0.398, 0.399, 0.499, 0.856, 0.309, 0.369, 0.403, 0.124, -1.210, 0.410, -1.042, -0.836, -0.957, 0.016, -0.587, 0.364, 0.360, 0.348, 0.399, 0.338, 0.279, 0.445, 0.100, 0.277, 0.396, 0.415, 0.377, 0.331, -0.187, -1.526, 0.659, -1.157, 1.495, -1.487, 0.343, 0.944, -0.971, -1.184, 0.894, -0.740, -0.731, 0.366, 0.286, 0.370, 0.344, 0.396, 0.208, 0.181, 0.010, 0.454, 0.084, 0.396, -0.687, 1.188, -0.677, -0.681, 0.060, -0.505, -0.353, -0.633, 0.521, -0.307, 1.124, -0.967, -0.419, 0.209, -0.490, -0.961, 0.407, 0.370, 0.698, 0.337, 0.593, 0.265]
}

---

{
  "formula": "C5H5BrIN3",
  "method": "the ωB97M-V functional and the def2-TZVPD basis",
  "e_lumo_ev": [0.19, -3.31],
  "homo_ev": [-7.0636, -8.2976],
  "orbital_gap_ev": [7.25, 4.98],
  "spin_multiplicity": 3,
  "s2": 2.03,
  "fmax_ev_per_a": 4.44,
  "symbols": ["C", "C", "C", "C", "C", "N", "N", "N", "Br", "I", "H", "H", "H", "H", "H"],
  "xyz": [[0.24078, -1.87097, -0.64925], [-0.95017, -1.37932, -1.06452], [1.00602, -1.08024, 0.20068], [1.54348, -0.16038, 0.84664], [-1.47433, 0.39613, 0.37730], [-1.45059, -0.24048, -0.69661], [-0.98051, 2.60940, -0.14115], [-1.11992, 1.55148, 0.78097], [3.83044, -3.09248, 0.04364], [2.55947, 0.91512, 2.20532], [0.55822, -2.95038, -0.94333], [-1.51742, -2.03028, -1.86000], [-0.74636, 2.16798, -1.02208], [-0.33072, 3.39437, 0.15006], [-1.16841, 1.77007, 1.77231]],
  "mulliken_spin": [0.235, -0.111, -0.048, 0.182, 0.585, 0.166, 0.043, -0.020, 0.961, 0.013, 0.000, -0.008, 0.002, 0.001, 0.000]
}